A 10-piece molecular cluster, C42H112B3F12N7O14 overall. Source: the OMol25 dataset; level of theory: the ωB97M-V functional and the def2-TZVPD basis.

Last columns: bonded neighbours and bond lengths (Å).
Cartesian coordinates (Å):
1 C 1.51 1.67 -2.37  O2 1.481, H12 1.090, H13 1.090, H14 1.090
2 O 2.98 1.73 -2.21  C1 1.481, C3 1.452
3 C 3.67 0.90 -3.19  O2 1.452, C4 1.528, H15 1.090, H16 1.090
4 C 5.13 0.70 -2.81  C3 1.528, N5 1.549, H17 1.090, H18 1.090
5 N 5.95 2.02 -2.85  C4 1.549, H6 1.010, H7 1.010, C8 1.549
6 H 6.94 1.84 -2.93  N5 1.010
7 H 5.90 2.60 -3.67  N5 1.010
8 C 5.67 2.97 -1.66  N5 1.549, C9 1.530, H19 1.090, H20 1.090
9 C 6.67 4.13 -1.54  C8 1.530, O10 1.466, H21 1.090, H22 1.090
10 O 6.91 4.52 -2.94  C9 1.466, C11 1.443
11 C 7.89 5.58 -3.01  O10 1.443, H23 1.090, H24 1.090, H25 1.090
12 H 1.08 0.72 -2.67  C1 1.090
13 H 1.37 2.50 -3.06  C1 1.090
14 H 1.10 2.02 -1.42  C1 1.090
15 H 3.69 1.40 -4.16  C3 1.090
16 H 3.14 -0.05 -3.31  C3 1.090
17 H 5.65 0.19 -3.63  C4 1.090
18 H 5.35 0.26 -1.84  C4 1.090
19 H 5.54 2.35 -0.78  C8 1.090
20 H 4.74 3.45 -1.98  C8 1.090
21 H 7.64 3.78 -1.20  C9 1.090
22 H 6.16 4.91 -0.98  C9 1.090
23 H 7.37 6.51 -2.80  C11 1.090
24 H 8.19 5.68 -4.06  C11 1.090
25 H 8.70 5.52 -2.29  C11 1.090
26 C 0.12 -3.07 -4.59  O27 1.465, H37 1.090, H38 1.090, H39 1.090
27 O 1.41 -3.20 -3.92  C26 1.465, C28 1.476
28 C 1.35 -3.27 -2.44  O27 1.476, C29 1.532, H40 1.090, H41 1.090
29 C 2.79 -3.19 -1.90  C28 1.532, N30 1.568, H42 1.090, H43 1.090
30 N 3.61 -4.51 -2.13  C29 1.568, H31 1.010, H32 1.010, C33 1.505
31 H 4.38 -4.46 -1.48  N30 1.010
32 H 3.07 -5.33 -1.88  N30 1.010
33 C 3.99 -4.79 -3.56  N30 1.505, C34 1.504, H44 1.090, H45 1.090
34 C 5.08 -3.87 -4.04  C33 1.504, O35 1.453, H46 1.090, H47 1.090
35 O 6.21 -4.07 -3.15  C34 1.453, C36 1.529
36 C 7.18 -2.88 -3.08  O35 1.529, H48 1.090, H49 1.090, H50 1.090
37 H -0.68 -3.66 -4.14  C26 1.090
38 H 0.11 -3.22 -5.67  C26 1.090
39 H -0.17 -2.02 -4.56  C26 1.090
40 H 0.84 -4.19 -2.18  C28 1.090
41 H 0.71 -2.48 -2.06  C28 1.090
42 H 2.69 -3.09 -0.82  C29 1.090
43 H 3.37 -2.32 -2.21  C29 1.090
44 H 3.16 -4.73 -4.26  C33 1.090
45 H 4.30 -5.83 -3.54  C33 1.090
46 H 4.77 -2.83 -4.09  C34 1.090
47 H 5.46 -4.21 -5.00  C34 1.090
48 H 7.64 -2.80 -4.06  C36 1.090
49 H 7.98 -2.99 -2.35  C36 1.090
50 H 6.72 -1.92 -2.85  C36 1.090
51 C -3.04 -1.68 -4.46  O52 1.433, H62 1.090, H63 1.090, H64 1.090
52 O -3.32 -0.28 -4.31  C51 1.433, C53 1.346
53 C -2.28 0.55 -4.50  O52 1.346, C54 1.536, H65 1.090, H66 1.090
54 C -2.45 2.07 -4.36  C53 1.536, N55 1.558, H67 1.090, H68 1.090
55 N -2.91 2.39 -2.91  C54 1.558, H56 1.010, H57 1.010, C58 1.547
56 H -2.31 1.93 -2.24  N55 1.010
57 H -2.76 3.35 -2.66  N55 1.010
58 C -4.40 2.20 -2.52  N55 1.547, C59 1.538, H69 1.090, H70 1.090
59 C -5.36 3.24 -3.11  C58 1.538, O60 1.435, H71 1.090, H72 1.090
60 O -5.76 2.83 -4.43  C59 1.435, C61 1.350
61 C -6.45 3.83 -5.01  O60 1.350, H73 1.090, H74 1.090, H75 1.090
62 H -2.31 -1.85 -5.24  C51 1.090
63 H -4.01 -2.19 -4.45  C51 1.090
64 H -2.69 -2.04 -3.50  C51 1.090
65 H -1.92 0.43 -5.52  C53 1.090
66 H -1.31 0.41 -4.02  C53 1.090
67 H -3.29 2.36 -4.99  C54 1.090
68 H -1.51 2.55 -4.62  C54 1.090
69 H -4.44 2.48 -1.47  C58 1.090
70 H -4.61 1.17 -2.79  C58 1.090
71 H -5.09 4.30 -3.03  C59 1.090
72 H -6.19 3.16 -2.41  C59 1.090
73 H -7.08 4.28 -4.24  C61 1.090
74 H -7.19 3.48 -5.73  C61 1.090
75 H -5.92 4.71 -5.37  C61 1.090
76 C -3.41 6.93 0.39  O77 1.413, H87 1.090, H88 1.090, H89 1.090
77 O -2.51 6.17 1.17  C76 1.413, C78 1.409
78 C -2.93 4.89 1.60  O77 1.409, C79 1.548, H90 1.090, H91 1.090
79 C -1.59 4.28 2.09  C78 1.548, N80 1.571, H92 1.090, H93 1.090
80 N -0.57 4.20 0.89  C79 1.571, H81 1.010, H82 1.010, C83 1.523
81 H -0.76 3.43 0.27  N80 1.010
82 H -0.67 5.04 0.34  N80 1.010
83 C 0.90 4.13 1.25  N80 1.523, C84 1.560, H94 1.090, H95 1.090
84 C 1.54 5.55 1.34  C83 1.560, O85 1.442, H96 1.090, H97 1.090
85 O 1.38 6.41 0.19  C84 1.442, C86 1.430
86 C 2.19 6.08 -0.93  O85 1.430, H98 1.090, H99 1.090, H100 1.090
87 H -3.97 7.66 0.98  C76 1.090
88 H -4.11 6.39 -0.24  C76 1.090
89 H -2.83 7.62 -0.23  C76 1.090
90 H -3.29 4.43 0.69  C78 1.090
91 H -3.64 5.01 2.42  C78 1.090
92 H -1.88 3.26 2.32  C79 1.090
93 H -1.19 4.79 2.96  C79 1.090
94 H 1.45 3.67 0.42  C83 1.090
95 H 1.07 3.42 2.07  C83 1.090
96 H 2.61 5.55 1.53  C84 1.090
97 H 1.26 5.98 2.30  C84 1.090
98 H 3.20 6.45 -0.74  C86 1.090
99 H 1.87 6.62 -1.82  C86 1.090
100 H 2.18 5.02 -1.21  C86 1.090
101 C 1.19 -5.66 3.82  O102 1.415, H112 1.090, H113 1.090, H114 1.090
102 O 0.28 -6.14 2.85  C101 1.415, C103 1.445
103 C -1.12 -6.10 3.18  O102 1.445, C104 1.503, H115 1.090, H116 1.090
104 C -2.14 -5.92 2.08  C103 1.503, N105 1.550, H117 1.090, H118 1.090
105 N -1.68 -6.81 0.90  C104 1.550, H106 1.010, H107 1.010, C108 1.536
106 H -0.74 -6.72 0.55  N105 1.010
107 H -1.65 -7.69 1.39  N105 1.010
108 C -2.68 -6.77 -0.27  N105 1.536, C109 1.600, H119 1.090, H120 1.090
109 C -2.40 -5.45 -1.12  C108 1.600, O110 1.374, H121 1.090, H122 1.090
110 O -2.60 -4.32 -0.37  C109 1.374, C111 1.413
111 C -2.68 -3.09 -1.05  O110 1.413, H123 1.090, H124 1.090, H125 1.090
112 H 0.88 -6.08 4.78  C101 1.090
113 H 1.14 -4.58 3.63  C101 1.090
114 H 2.17 -6.06 3.58  C101 1.090
115 H -1.35 -5.29 3.87  C103 1.090
116 H -1.33 -7.09 3.58  C103 1.090
117 H -2.05 -4.91 1.69  C104 1.090
118 H -3.18 -6.14 2.30  C104 1.090
119 H -3.72 -6.97 0.00  C108 1.090
120 H -2.34 -7.62 -0.86  C108 1.090
121 H -3.04 -5.48 -2.01  C109 1.090
122 H -1.36 -5.50 -1.46  C109 1.090
123 H -3.50 -3.15 -1.76  C111 1.090
124 H -1.77 -2.79 -1.58  C111 1.090
125 H -3.08 -2.33 -0.37  C111 1.090
126 C 0.87 -1.95 1.16  O127 1.475, H137 1.090, H138 1.090, H139 1.090
127 O 1.31 -0.88 2.06  C126 1.475, C128 1.462
128 C 2.58 -0.34 1.58  O127 1.462, C129 1.546, H140 1.090, H141 1.090
129 C 3.27 0.42 2.75  C128 1.546, N130 1.535, H142 1.090, H143 1.090
130 N 2.91 -0.06 4.16  C129 1.535, H131 1.010, H132 1.010, C133 1.565
131 H 3.42 0.49 4.83  N130 1.010
132 H 1.91 0.08 4.23  N130 1.010
133 C 3.35 -1.54 4.44  N130 1.565, C134 1.568, H144 1.090, H145 1.090
134 C 3.18 -2.04 5.91  C133 1.568, O135 1.424, H146 1.090, H147 1.090
135 O 1.79 -1.88 6.21  C134 1.424, C136 1.398
136 C 1.43 -2.13 7.53  O135 1.398, H148 1.090, H149 1.090, H150 1.090
137 H -0.17 -2.09 1.44  C126 1.090
138 H 1.46 -2.84 1.35  C126 1.090
139 H 0.98 -1.69 0.10  C126 1.090
140 H 2.44 0.19 0.64  C128 1.090
141 H 3.18 -1.23 1.39  C128 1.090
142 H 2.85 1.43 2.72  C129 1.090
143 H 4.35 0.37 2.61  C129 1.090
144 H 4.36 -1.37 4.08  C133 1.090
145 H 2.67 -2.08 3.77  C133 1.090
146 H 3.92 -1.67 6.62  C134 1.090
147 H 3.43 -3.09 5.99  C134 1.090
148 H 1.73 -3.10 7.93  C136 1.090
149 H 0.36 -2.05 7.74  C136 1.090
150 H 1.96 -1.46 8.21  C136 1.090
151 C -5.79 1.06 1.90  O152 1.464, H162 1.090, H163 1.090, H164 1.090
152 O -4.41 1.38 2.27  C151 1.464, C153 1.413
153 C -4.22 1.45 3.67  O152 1.413, C154 1.512, H165 1.090, H166 1.090
154 C -3.95 0.12 4.33  C153 1.512, N155 1.597, H167 1.090, H168 1.090
155 N -2.76 -0.62 3.56  C154 1.597, H156 1.010, H157 1.010, C158 1.592
156 H -2.91 -0.46 2.58  N155 1.010
157 H -1.99 0.02 3.68  N155 1.010
158 C -2.46 -2.15 3.92  N155 1.592, C159 1.538, H169 1.090, H170 1.090
159 C -3.75 -2.98 3.98  C158 1.538, O160 1.456, H171 1.090, H172 1.090
160 O -4.71 -2.75 2.91  C159 1.456, C161 1.413
161 C -5.93 -3.32 3.32  O160 1.413, H173 1.090, H174 1.090, H175 1.090
162 H -6.22 1.83 1.25  C151 1.090
163 H -6.40 0.94 2.79  C151 1.090
164 H -5.94 0.14 1.34  C151 1.090
165 H -4.96 1.99 4.26  C153 1.090
166 H -3.30 2.02 3.74  C153 1.090
167 H -4.82 -0.51 4.53  C154 1.090
168 H -3.32 0.30 5.20  C154 1.090
169 H -2.01 -2.16 4.91  C158 1.090
170 H -1.80 -2.59 3.18  C158 1.090
171 H -4.18 -2.78 4.96  C159 1.090
172 H -3.49 -4.02 4.20  C159 1.090
173 H -6.26 -3.11 4.34  C161 1.090
174 H -5.83 -4.40 3.42  C161 1.090
175 H -6.69 -2.94 2.63  C161 1.090
176 B -1.46 5.09 -2.58  F177 1.371, F178 1.384, F179 1.363, F180 1.391
177 F -1.01 6.38 -2.51  B176 1.371
178 F -2.63 4.99 -1.85  B176 1.384
179 F -1.90 4.96 -3.87  B176 1.363
180 F -0.55 4.10 -2.22  B176 1.391
181 B -1.66 0.45 -0.21  F182 1.373, F183 1.385, F184 1.372, F185 1.366
182 F -0.71 -0.36 -0.78  B181 1.373
183 F -1.33 1.73 -0.64  B181 1.385
184 F -2.91 0.24 -0.75  B181 1.372
185 F -1.69 0.47 1.16  B181 1.366
186 B 0.13 1.81 4.30  F187 1.369, F188 1.330, F189 1.401, F190 1.409
187 F 1.33 2.09 4.91  B186 1.369
188 F -0.38 0.71 4.86  B186 1.330
189 F -0.73 2.84 4.68  B186 1.401
190 F 0.11 1.55 2.92  B186 1.409

Values from the calculation:
HOMO energy = -15.54 eV
Net charge = +4
Energy = -119077.4900 eV
Spin multiplicity = 1
Maximum force = 4.25 eV/A

Löwdin atomic charge list, values in e, 8 entries:
1. C -0.032
2. O -0.221
3. C -0.182
4. C -0.075
5. N 0.075
6. H 0.170
7. H 0.165
8. C -0.074